Record 1
C2H14O7Pt | the ωB97M-V functional and the def2-TZVPD basis

Geometry as ORCA input:
```
! RIJCOSX wB97M-V def2-TZVPD def2/J DEFGRID3
* xyz 0 3
Pt -0.04 -0.36 0.49
O -0.02 1.29 -1.07
C 0.97 2.19 -0.53
C 2.19 1.59 0.20
O 1.95 0.58 1.17
H 0.44 2.78 0.22
H 1.34 2.84 -1.32
H 2.73 2.45 0.60
H 2.92 1.13 -0.46
O -0.16 -1.95 1.99
H 0.39 -2.62 2.39
H -0.96 -1.96 2.51
O -1.92 -1.09 -0.22
H -2.72 -0.58 -0.25
H -2.09 -1.85 -0.78
O -1.35 0.60 2.10
H -1.16 1.26 2.77
H -2.31 0.57 2.06
O 0.97 -1.85 -0.87
H 0.98 -2.78 -0.66
H 1.69 -1.74 -1.50
O -1.00 -0.33 -3.17
H -1.94 -0.29 -3.35
H -0.89 0.13 -2.33
*
```

Values from the calculation:
* orbital gap (alpha / beta): 5.6 / 6.1 eV
* HOMO energy (alpha / beta): -6.28 / -6.73 eV

---

Record 2
C2H15NO4 | the ωB97M-V functional and the def2-TZVPD basis

Geometry as ORCA input:
```
! RIJCOSX wB97M-V def2-TZVPD def2/J DEFGRID3
* xyz 0 1
C -0.93 3.16 -0.69
C 0.08 2.31 0.05
N -0.62 1.51 1.09
H -1.77 3.48 -0.07
H -0.52 4.10 -1.03
H -1.32 2.66 -1.53
H 0.54 1.65 -0.66
H 0.91 2.87 0.49
H -0.26 0.56 1.12
H -1.57 1.50 0.74
O 3.63 3.58 -2.82
H 2.68 3.55 -2.94
H 3.86 2.78 -2.33
O 0.68 -3.99 1.26
H -0.23 -4.26 1.38
H 1.23 -4.75 1.44
O 0.64 -1.42 0.20
H 1.53 -1.05 0.17
H 0.62 -2.23 0.72
O -2.69 -5.38 1.27
H -3.41 -5.97 1.40
H -3.08 -4.67 0.75
*
```

Values from the calculation:
* SMILES string: CCN.O.O.O.O
* orbital gap: 9.3 eV
* HOMO energy: -8.85 eV
* energy above the lowest of the compared OMol25 structures with the same formula, charge and spin: 24.6 kcal per mole